# 1
A structure of composition C4H5LiOTl, computed with ωB97M-V/def2-TZVPD.

```
12
Properties=species:S:1:pos:R:3:forces:R:3
C -0.0087 -0.4371 -2.2716 -0.650 -0.277 -0.187
C 0.5404 -0.4122 -3.3738 -0.693 0.016 0.832
H 0.9483 -0.3761 -4.3708 0.006 -0.010 0.471
C 0.7042 0.8321 0.6282 -3.200 2.623 1.760
C -0.1382 0.2083 1.6691 1.743 -1.944 0.963
O -1.0731 -0.5907 1.4298 1.376 1.025 1.774
Tl -2.1069 -0.7650 -0.7213 0.190 -0.117 -2.765
H 1.6344 0.2414 0.5674 -0.769 -0.331 -1.657
H -0.2416 1.2473 0.0871 2.701 -1.137 -1.628
H 1.0970 1.7848 1.0182 -0.021 -0.236 0.439
H 0.2559 0.2524 2.6997 -0.557 0.241 0.193
Li -1.6117 -1.9852 2.6379 -0.128 0.145 -0.194
```
Forces are in eV/Å.

Values from the calculation:
LUMO: -5.1 eV
Net charge: +1
Frontier orbital gap: 6.219 eV
Energy relative to the best compared isomer or geometry (same formula, charge and spin): 401.9 kJ/mol
HOMO energy: -0.416 Eh

---

# 2
A structure of composition C4H5MgO5, computed with ωB97M-V/def2-TZVPD.

```
15
Properties=species:S:1:pos:R:3:forces:R:3
O 0.2369 0.7610 0.1550 0.764 -0.076 -0.436
O 0.6842 0.4799 2.3455 0.423 -0.350 -0.587
C 0.7155 0.0960 1.2072 -1.099 0.376 0.846
C 1.1637 -1.3011 0.8167 0.601 -0.151 0.567
O 0.8031 -1.5844 -0.5197 -0.190 0.032 -0.386
C 1.1235 -2.9090 -0.9322 0.118 -0.320 -0.038
Mg 0.0723 -0.0243 -1.8412 -0.430 0.465 0.530
H 0.6880 -2.0157 1.5053 0.092 0.201 -0.153
H 2.2561 -1.3723 0.9472 -0.246 -0.048 -0.050
H 0.7573 -3.0234 -1.9582 0.129 0.007 0.262
H 2.2120 -3.0606 -0.9035 -0.259 -0.001 -0.019
H 0.6270 -3.6381 -0.2766 0.119 0.161 -0.159
O -1.5402 1.2315 -1.1027 0.541 -0.249 -0.494
C -1.1856 1.5473 0.0365 -1.557 0.636 0.909
O -1.5902 2.1502 0.9801 0.994 -0.682 -0.794
```
Forces are in eV/Å.

Values from the calculation:
LUMO (alpha / beta): 0.2 / -0.7 eV
Net charge: 0
Frontier orbital gap (alpha / beta): 6.661 / 10.049 eV
Spin multiplicity: 2
Energy relative to the best compared isomer or geometry (same formula, charge and spin): 0.0 kJ/mol
HOMO energy (alpha / beta): -0.238 / -0.394 Eh

---

# 3
A structure of composition C4H5MnO6, computed with ωB97M-V/def2-TZVPD.

```
16
Properties=species:S:1:pos:R:3:forces:R:3
O -1.8633 -2.3259 0.5592 -0.302 0.123 -0.722
C -0.9891 -1.6877 1.2027 0.066 -0.018 -0.276
O -1.0647 -1.5326 2.4484 0.785 0.384 -0.214
O 0.0954 -1.2935 0.5479 0.586 2.414 0.888
Mn -2.7181 -2.7005 2.3498 -1.590 -0.920 1.099
C 0.0916 -0.5298 -0.6373 -1.945 -1.435 -2.616
C -0.3030 0.6081 -1.4994 1.018 1.887 2.034
H 0.6260 -1.2211 -1.3072 -0.495 0.564 0.005
H -1.2674 -0.2648 -0.8365 0.798 -2.918 -0.933
H 0.1352 0.4744 -2.4958 -0.288 -0.546 0.282
O 0.5700 2.0865 -0.7840 0.709 0.887 -1.811
C 1.5272 1.6865 -0.0554 -3.238 -3.773 1.735
O 1.7451 0.4559 0.1157 2.270 1.210 -0.993
O 1.8299 2.4826 0.9601 1.425 2.248 0.213
H 2.7904 2.5450 1.0406 -0.078 -0.229 0.386
H -1.2051 1.2170 -1.6086 0.280 0.122 0.921
```
Forces are in eV/Å.

Values from the calculation:
LUMO (alpha / beta): 0.1 / -0.2 eV
Net charge: 0
Frontier orbital gap (alpha / beta): 7.137 / 8.755 eV
Spin multiplicity: 7
Energy relative to the best compared isomer or geometry (same formula, charge and spin): 525.5 kJ/mol
HOMO energy (alpha / beta): -0.259 / -0.331 Eh

---

# 4
An isolated molecule of C4H5N, computed with ωB97M-V/def2-TZVPD.

```
10
Properties=species:S:1:pos:R:3:forces:R:3
C -3.5966 0.2360 -0.0860 5.778 0.550 -0.155
C -0.6436 -0.3955 -0.0810 -5.110 2.121 0.747
C 0.6207 -0.7427 0.0103 -0.386 0.270 0.100
C 1.8441 0.2485 0.0312 -1.436 -2.431 3.417
N -1.8458 0.0048 0.0065 -0.796 -0.631 -0.786
H -3.5296 1.3965 -0.2681 0.183 -1.603 0.395
H 0.6870 -1.8577 0.0954 0.692 1.163 -0.054
H 1.7452 1.2705 0.4449 -0.567 -0.692 -0.589
H 2.2391 0.1638 -0.9056 1.494 0.431 -2.413
H 2.4795 -0.3242 0.7522 0.149 0.821 -0.662
```
Forces are in eV/Å.

Values from the calculation:
LUMO (alpha / beta): -1.2 / -1.1 eV
Net charge: 0
Frontier orbital gap (alpha / beta): 7.297 / 7.411 eV
Energy relative to the best compared isomer or geometry (same formula, charge and spin): 683.8 kJ/mol
HOMO energy (alpha / beta): -0.310 / -0.312 Eh

---

# 5
An isolated molecule of C4H5N, computed with ωB97M-V/def2-TZVPD.

```
10
Properties=species:S:1:pos:R:3:forces:R:3
C -1.6551 -0.2878 -0.3027 -1.160 0.355 -0.376
C -0.4570 -0.4031 0.2591 -0.415 -1.275 0.267
C 0.6551 0.6064 0.1580 0.226 -0.292 -1.055
C 1.9568 -0.0232 -0.1025 0.716 -0.553 0.193
H -1.9764 0.5474 -0.9928 0.626 -0.868 0.970
H -2.4677 -1.0199 -0.0655 0.980 0.586 -0.391
H -0.2687 -1.3532 0.8454 -0.022 1.418 -0.490
H 0.7436 1.1472 1.0775 0.056 0.393 0.661
H 0.4976 1.3432 -0.6436 -0.257 -0.215 0.246
N 2.9718 -0.5570 -0.2330 -0.749 0.450 -0.026
```
Forces are in eV/Å.

Values from the calculation:
LUMO: 0.9 eV
Net charge: 0
Frontier orbital gap: 11.423 eV
Energy relative to the best compared isomer or geometry (same formula, charge and spin): 91.4 kJ/mol
SMILES: C=CCC#N
HOMO energy: -0.387 Eh

---

# 6
A structure of composition C4H5N, computed with ωB97M-V/def2-TZVPD.

```
10
Properties=species:S:1:pos:R:3:forces:R:3
C 1.2582 0.7939 0.1735 -1.565 -2.785 0.774
C 0.1582 -0.5265 0.5232 1.652 1.781 3.180
C -1.1381 -0.3978 0.8089 0.558 -0.294 -0.796
N 0.1918 0.3100 -2.0416 -0.092 0.606 0.274
C 0.7662 0.6211 -0.9912 -0.495 0.060 -2.656
H -0.8064 0.5296 -2.0166 0.355 0.206 -0.542
H 2.1903 0.7316 0.7050 -0.184 0.444 -0.080
H 0.7495 -1.2702 1.0478 -0.079 -0.155 -0.106
H -1.7874 0.2447 0.2260 0.001 0.517 0.499
H -1.5824 -1.0364 1.5649 -0.151 -0.380 -0.546
```
Forces are in eV/Å.

Values from the calculation:
LUMO: 0.7 eV
Net charge: 0
Frontier orbital gap: 9.652 eV
Energy relative to the best compared isomer or geometry (same formula, charge and spin): 438.8 kJ/mol
HOMO energy: -0.328 Eh

---

# 7
An isolated molecule of C4H5N, computed with ωB97M-V/def2-TZVPD.

```
10
Properties=species:S:1:pos:R:3:forces:R:3
C -1.4120 1.0796 -0.8097 0.496 1.286 -0.345
C -0.2820 1.1012 -0.3585 -0.599 0.222 -0.228
C 0.5054 0.4077 0.6450 -0.339 0.160 -0.015
C 0.2106 -0.9569 0.0968 -0.334 -0.312 -0.271
N 1.5130 -0.6551 0.6840 0.039 -0.035 -0.029
H -2.3724 1.2170 -1.2355 -0.102 0.188 -0.184
H 0.1896 0.6320 1.6629 -0.121 -0.104 -0.288
H 0.2889 -1.0405 -0.9826 -0.141 0.281 0.061
H -0.8450 -1.1863 0.3634 1.324 -1.495 1.167
H 2.2039 -0.5987 -0.0659 -0.222 -0.192 0.133
```
Forces are in eV/Å.

Values from the calculation:
LUMO: 0.9 eV
Net charge: 0
Frontier orbital gap: 9.459 eV
Energy relative to the best compared isomer or geometry (same formula, charge and spin): 544.0 kJ/mol
SMILES: C#C[C@H]1CN1
HOMO energy: -0.314 Eh

---

# 8
A cluster of 2 separate species, C4H5N2 in total, computed with ωB97M-V/def2-TZVPD.

```
11
Properties=species:S:1:pos:R:3:forces:R:3
C -3.1211 0.3613 0.1000 3.136 -1.304 -0.621
C -2.0004 -0.1296 0.0654 -0.070 0.426 -0.332
C 1.5308 1.1778 -0.2078 -0.891 -2.114 -0.465
C 0.9810 -1.2973 0.3543 -0.193 -1.523 -2.344
N 0.0410 -0.7800 -0.6745 -3.681 -0.091 -0.750
N 0.9877 -0.0119 -0.2438 3.665 2.330 2.926
H -4.0395 0.8561 0.0047 -0.838 0.324 0.307
H 1.1157 1.8496 -0.8482 -1.670 1.878 -1.799
H 2.3843 1.6068 0.2771 0.610 -1.178 0.951
H 0.5703 -1.5136 1.2879 -0.368 0.447 1.717
H 1.5501 -2.1191 -0.1150 0.300 0.805 0.411
```
Forces are in eV/Å.

Values from the calculation:
LUMO (alpha / beta): -7.8 / -7.2 eV
Net charge: +1
Frontier orbital gap (alpha / beta): 7.056 / 7.358 eV
Energy relative to the best compared isomer or geometry (same formula, charge and spin): 855.1 kJ/mol
HOMO energy (alpha / beta): -0.547 / -0.535 Eh

---

# 9
A cluster of 2 separate species, C4H5N2 in total, computed with ωB97M-V/def2-TZVPD.

```
11
Properties=species:S:1:pos:R:3:forces:R:3
C -3.8073 0.6246 -0.0420 0.061 -0.029 -0.025
C 0.7945 -0.6532 0.0493 -0.144 -0.112 0.020
C 2.6687 0.9242 0.0622 0.698 0.556 0.027
C -0.2058 -1.4593 0.0590 -0.616 -0.421 -0.011
N -2.7994 0.1363 0.1657 0.261 -0.122 0.108
N 1.7062 0.1358 0.0593 -0.141 -0.140 0.001
H -4.7397 1.0756 -0.2492 -0.473 0.228 -0.068
H -0.1238 -2.4919 -0.2532 0.245 -0.043 -0.053
H 2.5428 1.9444 0.4038 -0.157 0.065 0.006
H 3.6449 0.5947 -0.2710 0.054 -0.144 -0.031
H -1.1994 -1.0951 0.3427 0.211 0.161 0.026
```
Forces are in eV/Å.

Values from the calculation:
LUMO: -5.8 eV
Net charge: +1
Frontier orbital gap: 9.809 eV
Energy relative to the best compared isomer or geometry (same formula, charge and spin): 160.2 kJ/mol
HOMO energy: -0.572 Eh

---

# 10
The ion C4H5N2 with charge +1, computed with ωB97M-V/def2-TZVPD.

```
11
Properties=species:S:1:pos:R:3:forces:R:3
C -0.8078 3.0332 -0.1090 0.164 -2.909 1.053
C -0.4991 1.9030 0.4143 -1.078 4.413 -2.141
C -0.0310 -0.3886 0.7372 -0.274 -3.300 0.914
C 0.7404 -1.9045 -1.0113 0.749 1.309 0.897
N -0.3740 0.8830 1.0663 1.479 -0.981 0.934
N 0.0831 -0.8997 -0.5835 -0.200 -0.567 -1.930
H -1.3703 3.8836 -0.4414 0.411 0.180 -0.066
H 0.9129 -0.9070 1.1595 -0.945 1.471 0.574
H -0.8581 -0.9827 1.2338 0.730 0.140 -0.207
H 0.5915 -2.3013 -2.0164 -0.355 0.161 0.172
H 1.6125 -2.3190 -0.4496 -0.682 0.083 -0.200
```
Forces are in eV/Å.

Values from the calculation:
LUMO (alpha / beta): -8.6 / -7.2 eV
Net charge: +1
Frontier orbital gap (alpha / beta): 5.312 / 7.474 eV
Energy relative to the best compared isomer or geometry (same formula, charge and spin): 520.8 kJ/mol
HOMO energy (alpha / beta): -0.512 / -0.539 Eh

---

# 11
The ion C4H5N2 with charge +1, computed with ωB97M-V/def2-TZVPD.

```
11
Properties=species:S:1:pos:R:3:forces:R:3
C -3.3403 -1.8846 0.1455 0.798 0.225 0.178
C -0.7015 0.0311 0.2073 -2.243 0.101 -1.913
C -1.1087 -0.9549 1.2215 -1.060 -0.776 2.507
C 0.3492 1.0452 0.0126 1.399 -0.952 -1.393
N -1.8187 -0.1019 -0.5272 3.332 2.209 -0.889
N -2.3247 -1.1800 0.1500 -1.130 -1.239 2.207
H -0.6369 -1.9210 1.4205 0.239 0.260 -0.359
H -1.5248 -0.5317 2.2373 0.559 -0.672 -2.154
H 1.2606 0.7284 -0.6834 -2.304 0.331 0.990
H 0.8727 1.2259 0.9227 0.085 0.416 0.942
H -0.1486 1.9340 -0.3723 0.325 0.098 -0.116
```
Forces are in eV/Å.

Values from the calculation:
LUMO: -7.4 eV
Net charge: +1
Frontier orbital gap: 8.940 eV
Energy relative to the best compared isomer or geometry (same formula, charge and spin): 472.9 kJ/mol
HOMO energy: -0.600 Eh

---

# 12
A cluster of 2 separate species, C4H5N2O in total, computed with ωB97M-V/def2-TZVPD.

```
12
Properties=species:S:1:pos:R:3:forces:R:3
C -0.7147 -1.7685 0.1499 1.527 1.771 0.209
C 0.7626 0.1524 -0.8902 1.185 0.129 -1.691
C 1.2110 0.0393 0.5864 1.221 -0.675 -0.550
C -0.0112 -0.5574 0.1135 -1.852 -0.126 -0.576
N -1.3800 -2.7037 0.2430 -0.926 -1.360 0.015
N -1.5004 1.3126 0.7268 1.110 1.272 -2.191
O -1.4373 2.0607 -0.3145 -0.547 -1.718 2.308
H 0.4029 1.0499 -1.4678 -0.175 -0.205 1.477
H 1.4883 -0.2957 -1.6442 -0.840 -0.340 1.119
H 2.0846 -0.6512 0.7202 -0.425 0.848 0.066
H 1.1489 0.9016 1.2229 0.149 0.271 0.336
H -2.0547 0.4600 0.5541 -0.427 0.132 -0.524
```
Forces are in eV/Å.

Values from the calculation:
LUMO (alpha / beta): 4.3 / 4.3 eV
Net charge: -1
Frontier orbital gap (alpha / beta): 7.067 / 7.064 eV
Energy relative to the best compared isomer or geometry (same formula, charge and spin): 152.1 kJ/mol
HOMO energy (alpha / beta): -0.101 / -0.101 Eh